No. 1
This record from OMol25 describes C14H42CoN7O6 as an isolated structure. The level of theory is ωB97M-V/def2-TZVPD.

Results
Kohn-Sham gap (alpha / beta)   9.00 / 3.50 eV
LUMO energy (alpha / beta)   -5.5 / -11.0 eV
Charge   +2
Calculated total energy   -2775.428244 Ha
<S²>   6.0163
Spin multiplicity   5

```
70
C14H42CoN7O6 ωB97M-V/def2-TZVPD
Co -0.21510 0.47442 -0.72561
O 0.99899 -0.95594 -0.15678
H 1.48709 -1.63715 0.34545
C -1.04749 -2.94035 -1.93591
C -2.24791 -1.96480 -1.77496
C -3.47010 -2.81365 -1.26668
O -4.49685 -2.06593 -0.70242
C -5.09421 -1.08420 -1.47160
N -1.86288 -0.95746 -0.68550
H -1.35244 -3.63712 -2.71669
H -0.74463 -3.47775 -1.03726
H -0.28759 -2.31203 -2.40052
H -2.57428 -1.35818 -2.61970
H -3.17649 -3.54406 -0.51275
H -3.93060 -3.38132 -2.07526
H -6.00254 -0.65060 -1.05324
H -5.44335 -1.59350 -2.36983
H -4.49426 -0.19358 -1.65851
H -2.61856 -1.00558 -0.01712
H -1.20781 -1.60293 -0.26795
C 1.48112 3.38760 1.25571
C 0.88513 3.25221 -0.14966
C 1.43979 4.25133 -1.11368
O 0.80758 4.01292 -2.34099
C 1.15137 4.87541 -3.37761
N 1.33865 1.92363 -0.51474
H 0.73056 3.09218 1.98885
H 1.64662 4.44201 1.47687
H 2.41314 2.83654 1.38141
H -0.17333 3.51219 -0.16300
H 2.49414 4.08849 -1.33714
H 1.28479 5.22461 -0.64808
H 0.79307 5.89066 -3.20733
H 0.57844 4.43542 -4.19386
H 2.23597 4.88221 -3.48565
H 1.93299 1.52564 0.19833
H 1.98829 2.15372 -1.25306
C 0.54216 0.27463 3.02729
C -0.80949 -0.14424 2.27880
C -2.11384 -0.24825 3.08876
O -3.22340 -0.39229 2.14712
C -4.53998 -0.32683 2.74479
N -1.00634 0.96847 1.32805
H 0.62955 -0.32071 3.93616
H 0.57594 1.29170 3.41787
H 1.42329 0.13279 2.40151
H -0.62774 -1.02413 1.66166
H -2.34050 0.54529 3.80082
H -2.04366 -1.15265 3.69310
H -4.71274 -1.22156 3.34288
H -5.37645 -0.29725 2.04656
H -4.60956 0.64885 3.22573
H -2.00903 1.08039 1.28114
H -0.83288 1.92453 1.60367
C 2.50481 -4.16144 -1.38546
O 3.22439 -4.81034 -2.08898
N 1.84988 -4.55279 -0.39023
N 2.12084 -2.97493 -1.82672
H 1.39666 -3.78031 0.07663
H 2.18962 -5.36323 0.10764
H 1.67210 -2.35363 -1.16892
H 2.44458 -2.70918 -2.74578
C 4.61420 0.57029 0.45196
O 4.15112 1.55737 -0.12186
N 5.88902 0.64341 0.63615
N 3.91779 -0.48793 0.80941
H 6.31866 -0.23917 0.87400
H 6.34397 1.47387 0.28478
H 2.94306 -0.49155 0.54481
H 4.24665 -1.14422 1.50312
```

No. 2
This record from OMol25 describes C14H42CrO7S7 as an isolated structure. The level of theory is ωB97M-V/def2-TZVPD.

Results
Kohn-Sham gap (alpha / beta)   8.22 / 10.08 eV
LUMO energy (alpha / beta)   -3.8 / -3.8 eV
Charge   +2
Calculated total energy   -4916.494242 Ha
Energy above the lowest of the compared OMol25 structures with the same formula, charge and spin   0.000 eV
<S²>   6.0039
Spin multiplicity   5

```
71
C14H42CrO7S7 ωB97M-V/def2-TZVPD
Cr -10.65047 12.14335 -31.68256
C -8.85427 12.82780 -27.95673
S -10.19316 13.82801 -28.65271
O -10.94173 12.96191 -29.61851
C -11.12573 14.01110 -27.13651
H -8.27103 13.47389 -27.30181
H -8.32344 12.46181 -28.82922
H -9.25905 12.02738 -27.33913
H -10.48822 14.62223 -26.49198
H -11.35126 13.09984 -26.58735
H -12.02124 14.58371 -27.36947
C -8.52389 11.60592 -35.62498
S -10.10305 12.37435 -35.28075
O -10.17960 12.66626 -33.81438
C -9.79478 13.95540 -36.06544
H -8.62508 10.52190 -35.58068
H -7.76198 11.92113 -34.91612
H -8.19536 11.85663 -36.63388
H -9.07178 14.48262 -35.44418
H -10.73107 14.51085 -36.07615
H -9.47494 13.82571 -37.09682
C -8.68211 15.43755 -31.85163
S -7.76891 14.01968 -31.32679
O -8.70222 12.83822 -31.23408
C -6.83118 13.82991 -32.84278
H -9.18015 15.97119 -31.04275
H -9.44453 15.19293 -32.59389
H -8.02633 16.17593 -32.32164
H -6.08361 14.61058 -32.95570
H -7.55905 13.84500 -33.65076
H -6.34999 12.85440 -32.80566
C -14.56427 9.99291 -32.98216
S -13.19386 10.80104 -33.74207
O -12.41553 11.42469 -32.63541
C -12.26535 9.35674 -34.26124
H -15.14015 10.66926 -32.35095
H -14.38835 9.09452 -32.38539
H -15.25197 9.67132 -33.77299
H -11.46542 9.75681 -34.88533
H -12.87549 8.65642 -34.82547
H -11.83639 8.91959 -33.35964
C -12.34768 10.60897 -27.94704
S -12.45673 9.85764 -29.56477
O -11.29083 10.33674 -30.36783
C -11.99047 8.20778 -29.03154
H -12.90876 10.07428 -27.18320
H -12.76518 11.61301 -28.02600
H -11.29775 10.72552 -27.67717
H -11.92511 7.55397 -29.89647
H -12.71007 7.83542 -28.30354
H -11.02138 8.29181 -28.53656
C -12.60186 16.19654 -32.93378
S -12.86407 14.69768 -31.99565
O -11.52309 14.02893 -31.96902
C -13.08920 15.48434 -30.41451
H -11.92514 16.84861 -32.38122
H -13.54927 16.72124 -33.05351
H -12.17635 15.92692 -33.89622
H -12.23917 16.13137 -30.19213
H -13.13149 14.71097 -29.65056
H -14.01504 16.05779 -30.43769
C -9.13489 7.96591 -31.79785
S -8.64764 9.46122 -32.63683
O -9.75720 10.43315 -32.46039
C -7.37096 9.90823 -31.49631
H -8.37367 7.21009 -32.00258
H -10.05255 7.59282 -32.25120
H -9.26963 8.12085 -30.73067
H -6.69226 9.06479 -31.35947
H -7.77196 10.19291 -30.52328
H -6.79682 10.75256 -31.86963
```

No. 3
This record from OMol25 describes a 7-piece molecular cluster, C14H42O7 overall. The level of theory is ωB97M-V/def2-TZVPD.

Results
Kohn-Sham gap   10.01 eV
LUMO energy   0.4 eV
Charge   0
Calculated total energy   -1085.177095 Ha
SMILES   CCO.CCO.CCO.CCO.CCO.CCO.CCO
Energy above the lowest of the compared OMol25 structures with the same formula, charge and spin   2.302 eV

```
63
C14H42O7 ωB97M-V/def2-TZVPD
C 3.80543 -14.58171 -23.76413
C 4.92984 -15.60949 -23.87602
O 4.97794 -16.23737 -22.63599
H 4.05743 -13.73131 -23.13057
H 2.90412 -15.03781 -23.35460
H 3.57139 -14.23440 -24.77046
H 5.81670 -15.12580 -24.28542
H 4.70550 -16.40101 -24.59105
H 5.34322 -15.58922 -22.02931
C 3.93925 -17.79062 -15.48214
C 5.22916 -17.56683 -14.68284
O 5.36723 -16.18973 -14.35816
H 3.97329 -17.09707 -16.32233
H 3.09088 -17.52432 -14.85170
H 3.85731 -18.80615 -15.86956
H 6.12937 -17.88727 -15.20728
H 5.32850 -18.08971 -13.73161
H 5.71251 -16.08585 -13.46844
C 5.85782 -21.50681 -22.87427
C 7.14618 -21.16404 -22.08121
O 8.18624 -21.88773 -22.66120
H 4.95743 -21.01394 -22.50757
H 5.73502 -22.58887 -22.82771
H 5.91889 -21.29327 -23.94140
H 7.08765 -21.51771 -21.05185
H 7.32611 -20.08958 -22.04596
H 8.94757 -21.66349 -22.12111
C 5.69077 -21.22259 -17.80406
C 6.62162 -21.80911 -16.77053
O 7.06481 -20.72550 -15.97408
H 6.18083 -20.48174 -18.43580
H 4.81959 -20.73074 -17.37137
H 5.26531 -21.99232 -18.44796
H 7.44757 -22.38075 -17.19378
H 6.09484 -22.55255 -16.17228
H 7.69552 -21.07825 -15.34211
C 2.80172 -19.67628 -26.03503
C 3.31469 -19.08642 -24.69248
O 2.91399 -19.89800 -23.59716
H 3.18868 -19.14436 -26.90418
H 1.72348 -19.57876 -26.16145
H 3.14175 -20.70919 -26.10968
H 3.05825 -18.03391 -24.57182
H 4.39841 -19.10474 -24.80789
H 3.13219 -19.52093 -22.74170
C 1.68032 -15.89351 -20.06595
C 0.95156 -16.66374 -21.13839
O -0.35840 -16.09603 -21.29144
H 2.72892 -16.18604 -20.01155
H 1.34083 -16.05337 -19.04257
H 1.70089 -14.82872 -20.29813
H 0.91945 -17.74391 -20.99592
H 1.56243 -16.64039 -22.04083
H -0.58535 -16.19061 -22.21943
C 3.22786 -19.17784 -19.27066
C 4.36101 -18.66763 -20.14733
O 3.95576 -18.53276 -21.47095
H 3.35322 -18.95603 -18.21086
H 3.04097 -20.24779 -19.36212
H 2.28565 -18.69312 -19.52638
H 5.23409 -19.31821 -20.09658
H 4.72797 -17.70171 -19.80027
H 4.38580 -17.74501 -21.81170
```

Q: Which of these has the lowest calculated total energy?
A: C14H42CrO7S7

Q: Which formula does entry 2 have?
A: C14H42CrO7S7